Computed, not measured: a gas-phase ion, C4H5N2 (charge +1) at a distorted geometry, with ωB97M-V with the def2-TZVPD basis set.

Results
E_LUMO = -5.6 eV
ΔE to the lowest compared entry with this formula, charge and spin = 466.4 kJ/mol
HOMO = -15.04 eV
net charge = +1

Last column: Mulliken charge in e.
Geometry (Å):
C  -2.0557  0.5146  -0.3798  -0.17
C  1.2133  -0.5067  0.4174  0.21
C  -0.1568  -0.9179  0.0855  -0.24
C  1.7205  0.0532  -0.9212  -0.23
N  1.4416  0.9093  0.3210  -0.36
N  -1.1837  -0.2330  0.0181  0.06
H  -1.8133  0.9361  -1.2693  0.32
H  -2.9407  0.6819  0.2702  0.28
H  1.9755  -0.9966  0.9375  0.45
H  -0.3437  -1.9120  -0.1988  0.41
H  2.1431  1.4712  0.7195  0.27